No. 1
Formula: C5H9NO
Source: the Open Molecules 2025 dataset
Level of theory: ωB97M-V/def2-TZVPD

- SMILES string: C[C@H]1N[C@H]1CC=O
- Frontier orbital gap: 10.44 eV
- DFT total energy: -325.83109 hartree

XYZ file:
```
16
Properties=species:S:1:pos:R:3:lowdin_charge:R:1
C 1.164 0.782 1.439 -0.061
C 1.025 -0.328 0.399 -0.325
N 0.340 -1.498 0.928 0.035
C -0.188 -0.944 -0.320 -0.263
C -1.427 -0.101 -0.543 -0.124
C -1.165 0.874 -1.688 -0.255
O -0.110 1.028 -2.254 0.052
H 0.347 0.688 2.153 0.069
H 2.084 0.759 2.069 0.084
H 1.175 1.749 0.951 0.061
H 1.937 -0.438 -0.180 0.127
H 1.037 -2.198 0.700 0.094
H -0.147 -1.674 -1.148 0.147
H -1.683 0.496 0.336 0.121
H -2.331 -0.658 -0.845 0.119
H -2.058 1.463 -1.996 0.119
```

---

No. 2
Formula: C34H26Cl2MnN2O6S
Source: the Open Molecules 2025 dataset
Level of theory: ωB97M-V/def2-TZVPD

- Charge: -1
- <S²>: 6.047
- Frontier orbital gap (spin up / spin down): 6.29 / 6.39 eV
- DFT total energy: -4341.93963 hartree
- Spin multiplicity: 5

XYZ file:
```
72
Properties=species:S:1:pos:R:3:lowdin_charge:R:1
Mn -1.744 0.815 0.845 0.863
O -2.260 2.293 4.418 0.103
C -2.142 1.624 3.424 -0.560
O -1.985 2.102 2.210 -0.132
C -2.124 0.074 3.462 -0.558
O -2.277 -0.557 4.477 0.102
O -1.916 -0.447 2.275 -0.170
Cl 1.009 0.847 3.045 0.814
C 2.392 0.856 1.986 -0.649
C 3.638 0.826 2.589 -0.132
C 4.780 0.848 1.806 -0.102
C 4.646 0.939 0.431 -0.134
C 3.389 0.977 -0.143 -0.669
Cl 3.332 1.175 -1.874 0.672
C 2.188 0.898 0.591 -0.678
S 0.653 0.787 -0.204 0.755
H 3.694 0.792 3.668 0.098
H 5.760 0.818 2.262 0.097
H 5.513 0.990 -0.213 0.096
C -6.633 2.239 -0.585 -0.131
C -5.870 3.338 -0.962 -0.110
C -4.488 3.295 -0.941 -0.030
C -3.804 2.129 -0.551 -0.273
C -4.588 1.020 -0.181 -0.041
C -5.971 1.085 -0.189 -0.107
N -2.426 2.054 -0.474 -0.071
C -1.652 3.096 -1.015 -0.335
C -0.822 3.873 -0.207 -0.048
C -0.013 4.850 -0.768 -0.091
C -0.028 5.084 -2.135 -0.116
C -0.864 4.323 -2.944 -0.101
C -1.663 3.337 -2.391 -0.041
H -7.714 2.284 -0.596 0.085
H -6.360 4.256 -1.265 0.093
H -3.922 4.176 -1.213 0.105
H -4.110 0.085 0.088 0.089
H -6.535 0.211 0.112 0.096
H -0.820 3.699 0.861 0.098
H 0.635 5.434 -0.125 0.097
H 0.605 5.848 -2.569 0.088
H -0.881 4.488 -4.014 0.092
H -2.298 2.725 -3.019 0.118
C 2.455 -2.127 -2.423 -0.072
O 2.273 -1.989 -1.025 -0.117
C 3.030 -2.715 -0.192 -0.243
C 4.158 -3.444 -0.555 -0.004
C 4.897 -4.114 0.411 -0.087
C 4.520 -4.078 1.743 -0.095
C 3.371 -3.387 2.102 -0.013
C 2.617 -2.727 1.147 -0.161
N 1.470 -2.011 1.575 0.132
C 0.292 -1.806 1.008 -0.047
C -0.320 -2.494 -0.074 -0.130
C 0.098 -3.775 -0.491 -0.039
C -0.575 -4.463 -1.464 -0.101
C -1.698 -3.860 -2.065 -0.087
C -2.130 -2.618 -1.693 0.002
C -1.462 -1.878 -0.675 -0.330
O -1.883 -0.703 -0.386 -0.175
H 1.728 -1.457 -2.873 0.095
H 2.256 -3.158 -2.730 0.099
H 3.458 -1.825 -2.727 0.079
H 4.468 -3.473 -1.589 0.106
H 5.780 -4.664 0.111 0.101
H 5.099 -4.592 2.497 0.098
H 3.040 -3.366 3.133 0.121
H 1.617 -1.474 2.422 0.104
H -0.335 -1.146 1.590 0.059
H 0.945 -4.237 -0.002 0.115
H -0.267 -5.458 -1.754 0.093
H -2.235 -4.396 -2.839 0.099
H -2.990 -2.153 -2.157 0.116
```

---

No. 3
Formula: C9H36AsF6N18O9
Source: the Open Molecules 2025 dataset
Level of theory: ωB97M-V/def2-TZVPD

- Charge: -1
- Frontier orbital gap: 9.07 eV
- DFT total energy: -4862.83615 hartree

XYZ file:
```
79
Properties=species:S:1:pos:R:3:lowdin_charge:R:1
As 0.472 0.538 -0.183 0.544
F 1.832 -0.035 0.707 -0.247
F 0.174 1.749 0.940 -0.216
F -0.803 1.041 -1.104 -0.205
F 0.766 -0.713 -1.329 -0.243
F -0.533 -0.476 0.718 -0.219
F 1.474 1.638 -1.009 -0.233
C 3.964 -0.401 -4.475 -0.721
O 5.043 -0.412 -5.058 0.001
N 2.887 -0.056 -5.163 0.169
N 3.809 -0.751 -3.179 0.174
H 2.988 0.391 -6.037 0.097
H 2.042 0.115 -4.682 0.081
H 2.915 -0.680 -2.719 0.082
H 4.498 -1.430 -2.932 0.103
C -4.066 1.008 -4.371 -0.718
O -4.693 0.461 -3.501 0.045
N -3.560 2.222 -4.156 0.210
N -4.038 0.378 -5.568 0.127
H -2.914 2.542 -4.833 0.096
H -3.359 2.438 -3.271 0.054
H -4.052 0.774 -6.503 0.108
H -4.515 -0.529 -5.489 0.127
C 4.100 -0.537 3.233 -0.703
O 3.476 -1.576 3.052 -0.007
N 4.858 -0.416 4.353 0.158
N 4.028 0.470 2.358 0.192
H 5.158 0.468 4.662 0.075
H 4.580 -1.046 5.086 0.103
H 4.534 1.295 2.557 0.089
H 3.374 0.377 1.600 0.072
C -0.393 -0.309 4.313 -0.735
O -0.921 0.748 4.539 0.011
N 0.919 -0.333 4.074 0.161
N -1.145 -1.453 4.249 0.175
H 1.279 0.619 4.289 0.122
H 1.495 -1.090 4.406 0.081
H -0.842 -2.358 3.938 0.038
H -2.128 -1.306 4.289 0.083
C 1.237 -3.857 2.340 -0.718
O 0.214 -3.677 3.018 -0.029
N 2.183 -4.684 2.902 0.157
N 1.287 -3.355 1.158 0.199
H 2.237 -4.520 3.892 0.095
H 3.087 -4.551 2.472 0.088
H 0.503 -2.711 1.196 0.102
H 2.173 -2.878 1.054 0.105
C 2.927 5.429 1.368 -0.764
O 3.276 5.998 0.367 0.038
N 3.116 6.071 2.515 0.144
N 2.336 4.226 1.361 0.172
H 3.081 7.057 2.405 0.096
H 2.552 5.749 3.285 0.097
H 2.450 3.840 0.419 0.110
H 2.461 3.502 2.054 0.095
C -0.924 -1.949 -4.754 -0.759
O -0.371 -3.014 -4.691 0.051
N -1.631 -1.525 -5.779 0.165
N -1.016 -1.182 -3.635 0.159
H -1.253 -1.692 -6.690 0.105
H -2.089 -0.644 -5.617 0.053
H -0.379 -1.709 -3.045 0.084
H -0.703 -0.236 -3.654 0.076
C -3.611 2.619 0.367 -0.681
O -4.284 3.542 0.008 0.027
N -2.813 2.716 1.502 0.169
N -3.681 1.373 -0.213 0.157
H -2.205 1.964 1.754 0.071
H -3.067 3.462 2.086 0.081
H -2.849 0.848 -0.178 0.039
H -4.235 1.271 -1.073 0.094
C -4.436 -2.787 1.951 -0.681
O -5.392 -3.286 2.489 0.019
N -3.529 -3.616 1.317 0.158
N -4.305 -1.406 1.945 0.154
H -3.571 -4.458 1.820 0.076
H -2.585 -3.353 1.081 0.089
H -3.722 -1.010 1.224 0.069
H -5.171 -0.931 2.179 0.104
```

---

No. 4
Formula: C6H39N2O11
Source: the Open Molecules 2025 dataset
Level of theory: ωB97M-V/def2-TZVPD

- Charge: +1
- Frontier orbital gap: 9.69 eV
- DFT total energy: -1188.92761 hartree

XYZ file:
```
58
Properties=species:S:1:pos:R:3:lowdin_charge:R:1
N -0.784 2.643 -0.348 0.197
C -2.044 1.820 -0.127 -0.294
C -2.833 2.523 0.974 -0.039
C -1.574 0.420 0.281 -0.189
N -0.841 0.476 1.526 -0.013
C 0.061 -1.811 1.678 -0.049
C 0.431 -0.328 1.572 -0.386
C 1.305 -0.079 0.355 -0.066
H -0.255 2.290 -1.191 0.099
H -0.885 3.654 -0.368 0.164
H -0.208 2.352 0.458 0.125
H -2.683 1.965 -0.997 0.150
H -3.889 2.260 0.896 0.096
H -2.476 2.339 1.987 0.076
H -2.801 3.606 0.838 0.085
H -1.091 -0.133 -0.515 0.092
H -2.532 -0.121 0.383 0.136
H -1.380 0.208 2.339 0.093
H -0.070 -2.110 2.720 0.088
H 0.729 -2.477 1.129 0.076
H -0.879 -2.116 1.194 0.038
H 0.950 -0.107 2.500 0.125
H 2.174 -0.747 0.326 0.098
H 0.890 -0.233 -0.633 0.053
H 1.817 0.889 0.494 0.052
H 1.497 -4.566 -2.908 0.049
H 1.615 -5.007 -1.437 0.055
O 2.037 -4.476 -2.119 -0.050
H 1.276 1.768 -2.264 0.030
H 0.305 1.393 -3.441 0.080
O 0.365 1.415 -2.480 -0.089
H -1.720 -2.733 -0.662 0.016
H -2.314 -4.024 -0.252 0.070
O -2.314 -3.099 0.022 -0.081
H 3.568 1.817 -2.954 0.069
H 3.073 2.510 -1.696 0.035
O 2.822 2.335 -2.617 -0.033
H -1.412 0.237 5.069 0.048
H -1.858 1.705 4.887 0.042
O -1.166 1.076 4.666 -0.051
H -1.091 -0.158 -2.682 0.006
H -1.890 -1.016 -3.655 0.066
O -1.004 -0.888 -3.305 -0.041
H -4.165 -2.305 2.508 0.035
H -2.927 -2.723 1.711 -0.009
O -3.216 -2.166 2.460 -0.078
H 0.906 -2.996 -1.530 0.035
H -0.127 -2.573 -2.470 0.028
O -0.071 -3.021 -1.606 -0.086
H 3.849 1.539 -0.238 0.011
H 3.766 2.248 1.169 0.018
O 4.105 2.308 0.273 -0.040
H 1.023 2.246 2.385 0.009
H 1.981 2.470 3.500 0.062
O 1.929 2.551 2.539 -0.045
H 3.926 -1.506 -3.571 0.051
H 2.583 -0.886 -3.416 0.029
O 3.520 -0.656 -3.355 -0.050
```

---

Copy entry 1 word for word.
Formula: C5H9NO
Source: the Open Molecules 2025 dataset
Level of theory: ωB97M-V/def2-TZVPD

- SMILES string: C[C@H]1N[C@H]1CC=O
- Frontier orbital gap: 10.44 eV
- DFT total energy: -325.83109 hartree

XYZ file:
```
16
Properties=species:S:1:pos:R:3:lowdin_charge:R:1
C 1.164 0.782 1.439 -0.061
C 1.025 -0.328 0.399 -0.325
N 0.340 -1.498 0.928 0.035
C -0.188 -0.944 -0.320 -0.263
C -1.427 -0.101 -0.543 -0.124
C -1.165 0.874 -1.688 -0.255
O -0.110 1.028 -2.254 0.052
H 0.347 0.688 2.153 0.069
H 2.084 0.759 2.069 0.084
H 1.175 1.749 0.951 0.061
H 1.937 -0.438 -0.180 0.127
H 1.037 -2.198 0.700 0.094
H -0.147 -1.674 -1.148 0.147
H -1.683 0.496 0.336 0.121
H -2.331 -0.658 -0.845 0.119
H -2.058 1.463 -1.996 0.119
```

---

Among the records above, which one has the lowest DFT total energy? C9H36AsF6N18O9